[1]
156
Properties=species:S:1:pos:R:3 method="wB97M-V/def2-TZVPD" orbital_gap_ev=6.93 homo_energy_ev=-8.056 largest_force_ev_per_a=4.8 e_tot_ha=-6670.4781
C -1.137 -0.551 -2.517
C -0.295 -1.712 -3.149
C -0.411 -3.099 -2.423
F -1.493 -3.821 -2.954
C -0.369 -3.024 -0.884
C 0.961 -2.936 -0.256
S 2.514 -2.860 -1.220
C 1.100 -2.873 1.168
C -0.076 -2.898 2.044
C -1.362 -2.981 1.431
O -2.480 -3.007 2.315
C -2.636 -1.769 2.815
N -2.876 -0.718 3.146
C -1.536 -3.030 -0.024
P -3.271 -3.072 -0.770
C -4.425 -1.991 0.265
C -3.912 -4.854 -0.760
C -5.340 -4.808 -1.432
C 0.160 -2.787 3.586
O -0.432 -3.430 4.383
C 1.291 -1.770 3.955
C 1.036 -0.824 5.175
C 2.158 -0.746 6.260
C 2.959 0.595 6.403
C 2.304 1.911 5.845
C 3.487 2.981 5.668
C 4.100 2.825 4.214
C 4.455 4.190 3.506
C 3.787 4.263 2.065
C 4.795 3.943 0.887
C 4.532 2.578 0.161
O 3.927 2.713 -1.135
C 3.199 1.498 -1.360
C 2.372 -1.763 3.147
P 3.791 -0.580 3.387
O 4.840 -1.382 4.426
Br 4.961 -0.482 1.428
C 2.464 -2.732 1.922
O 3.446 -3.317 1.626
H -0.623 0.408 -2.796
H -1.186 -0.558 -1.408
H -2.132 -0.508 -3.009
H 0.797 -1.457 -3.170
H -0.573 -1.845 -4.226
H 0.503 -3.672 -2.728
H 2.515 -3.946 -2.071
H -3.919 -1.028 0.543
H -5.344 -1.711 -0.290
H -4.686 -2.465 1.248
H -3.246 -5.389 -1.482
H -3.904 -5.312 0.253
H -5.768 -3.773 -1.407
H -6.070 -5.518 -0.983
H -5.300 -5.068 -2.521
H 0.135 -1.265 5.679
H 0.685 0.140 4.747
H 2.897 -1.560 6.042
H 1.744 -1.012 7.266
H 3.139 0.763 7.496
H 3.987 0.532 5.963
H 1.505 2.316 6.520
H 1.848 1.834 4.832
H 2.989 3.975 5.769
H 4.221 2.770 6.473
H 4.994 2.154 4.305
H 3.404 2.284 3.525
H 4.014 5.052 4.069
H 5.569 4.283 3.453
H 3.436 5.312 1.899
H 2.896 3.595 1.993
H 4.801 4.769 0.135
H 5.824 3.940 1.333
H 5.506 2.048 0.030
H 3.834 1.984 0.806
H 3.756 0.600 -0.979
H 3.049 1.311 -2.453
H 2.196 1.501 -0.865
H 4.513 -2.277 4.613
C -9.016 -3.126 -3.255
C -9.318 -3.586 -1.840
C -8.780 -2.433 -1.012
O -8.922 -1.250 -1.806
C -9.250 -1.628 -3.152
H -9.634 -3.602 -4.014
H -7.967 -3.325 -3.494
H -10.400 -3.672 -1.701
H -8.864 -4.543 -1.582
H -7.714 -2.565 -0.795
H -9.315 -2.309 -0.069
H -10.302 -1.378 -3.324
H -8.638 -1.058 -3.852
C 0.189 5.859 -1.974
C 0.464 4.366 -1.977
C 1.318 4.202 -0.734
O 0.897 5.215 0.194
C 0.052 6.149 -0.488
H -0.694 6.145 -2.546
H 1.050 6.397 -2.383
H -0.474 3.816 -1.863
H 0.959 4.011 -2.882
H 2.373 4.365 -0.955
H 1.206 3.218 -0.277
H -0.975 5.986 -0.145
H 0.348 7.168 -0.229
C 2.312 3.256 -6.814
C 1.136 4.179 -7.074
C -0.019 3.388 -6.484
O 0.518 2.614 -5.403
C 1.950 2.661 -5.465
H 3.277 3.764 -6.811
H 2.342 2.470 -7.574
H 1.269 5.114 -6.523
H 0.991 4.421 -8.127
H -0.442 2.694 -7.218
H -0.819 4.030 -6.111
H 2.302 3.296 -4.645
H 2.356 1.657 -5.326
C 2.244 3.319 11.284
C 3.612 2.662 11.314
C 3.627 1.911 9.995
O 2.818 2.663 9.078
C 2.092 3.659 9.812
H 2.161 4.190 11.933
H 1.479 2.596 11.582
H 4.392 3.428 11.317
H 3.769 2.013 12.175
H 3.180 0.915 10.099
H 4.633 1.800 9.587
H 2.535 4.634 9.583
H 1.050 3.665 9.488
C 7.482 -0.867 -2.373
C 7.355 0.344 -3.281
C 5.848 0.507 -3.378
O 5.302 0.031 -2.142
C 6.324 -0.660 -1.413
H 8.445 -0.940 -1.869
H 7.329 -1.783 -2.952
H 7.795 1.219 -2.795
H 7.833 0.218 -4.252
H 5.433 -0.104 -4.187
H 5.546 1.544 -3.536
H 6.619 -0.029 -0.568
H 5.927 -1.599 -1.024
C -8.614 -6.531 -7.653
C -7.454 -5.561 -7.779
C -8.097 -4.248 -7.368
O -9.129 -4.570 -6.425
C -9.347 -5.986 -6.439
H -8.308 -7.570 -7.534
H -9.254 -6.462 -8.538
H -6.667 -5.831 -7.069
H -7.016 -5.527 -8.776
H -8.565 -3.750 -8.223
H -7.386 -3.558 -6.910
H -8.936 -6.399 -5.511
H -10.418 -6.192 -6.467

[2]
69
Properties=species:S:1:pos:R:3 method="wB97M-V/def2-TZVPD" e_above_lowest_ev=2.562 charge=+2 orbital_gap_ev="4.59 / 4.49" homo_energy_ev="-13.269 / -13.198" largest_force_ev_per_a=6.0 e_tot_ha=-1987.8362
Os -0.034 0.846 -1.671
C -4.372 -1.591 3.369
C -3.251 -0.944 2.647
C -1.954 -0.953 3.174
C -0.924 -0.343 2.513
C -1.110 0.367 1.292
N -0.073 0.967 0.683
C 1.057 1.355 1.326
C 0.977 1.949 2.612
C 2.081 2.429 3.268
C 3.346 2.386 2.673
C 4.529 2.967 3.360
C 3.449 1.806 1.410
C 2.355 1.267 0.741
N 2.652 0.577 -0.460
C 3.789 -0.128 -0.658
C 3.835 -0.511 -1.980
C 2.666 -0.002 -2.538
N 1.953 0.643 -1.613
C -2.426 0.327 0.727
C -3.441 -0.337 1.404
N -2.791 0.936 -0.497
C -4.043 1.354 -0.795
C -4.095 1.634 -2.143
C -2.813 1.369 -2.612
N -2.028 0.973 -1.609
H -4.152 -1.652 4.431
H -4.526 -2.608 3.001
H -5.304 -1.048 3.231
H -1.768 -1.477 4.099
H 0.080 -0.418 2.905
H 0.002 2.043 3.067
H 1.978 2.864 4.251
H 4.342 3.064 4.426
H 4.737 3.964 2.967
H 5.422 2.364 3.208
H 4.419 1.774 0.936
H 4.479 -0.337 0.132
H 4.597 -1.079 -2.471
H 2.313 -0.099 -3.548
H -4.418 -0.408 0.951
H -4.814 1.452 -0.060
H -4.936 1.977 -2.711
H -2.439 1.428 -3.618
N -0.351 5.158 -2.350
C 0.722 5.188 -1.518
C 1.012 3.890 -1.224
N 0.117 3.078 -1.868
C -0.689 3.881 -2.544
H -0.820 5.957 -2.753
H 1.182 6.100 -1.204
H 1.796 3.511 -0.600
H -1.504 3.578 -3.172
O -0.189 -1.143 -2.890
C -0.118 -1.874 -1.869
O -0.055 -1.294 -0.748
C -0.087 -3.349 -1.887
C -0.052 -4.106 -3.056
C -0.011 -5.489 -2.979
C -0.007 -6.128 -1.750
C -0.033 -5.363 -0.589
C -0.066 -3.982 -0.646
N -0.027 -6.004 0.720
O 0.082 -7.201 0.746
O -0.136 -5.276 1.681
H -0.061 -3.611 -4.014
H 0.016 -6.079 -3.881
H 0.014 -7.205 -1.679
H -0.079 -3.393 0.259

[3]
64
Properties=species:S:1:pos:R:3 method="wB97M-V/def2-TZVPD" e_above_lowest_ev=0.412 charge=-1 orbital_gap_ev=4.13 homo_energy_ev=-1.707 largest_force_ev_per_a=1.3 e_tot_ha=-1442.5589
C 3.566 -0.418 0.465
Si 1.937 -0.244 -0.312
C 1.752 1.338 -1.367
C 0.516 -0.293 0.967
C 1.506 -1.718 -1.478
H 3.765 -1.476 0.658
H 4.378 0.038 -0.103
H 2.715 1.711 -1.701
H 1.172 1.098 -2.260
H 1.200 2.118 -0.847
H 0.201 0.713 1.225
H 0.862 -0.843 1.830
H -0.324 -0.836 0.527
H 0.518 -1.564 -1.917
H 1.502 -2.609 -0.857
H 2.246 -1.790 -2.268
C -1.801 -3.610 3.069
C -1.223 -2.479 3.887
O -0.116 -2.029 3.669
N -2.011 -1.948 4.866
C -3.365 -2.313 5.226
H -1.062 -3.902 2.330
H -2.034 -4.469 3.700
H -2.707 -3.287 2.555
H -1.572 -1.191 5.364
H -4.036 -1.463 5.088
H -3.412 -2.631 6.271
H -3.716 -3.128 4.602
C -2.256 1.478 2.474
C -3.753 1.354 2.336
O -4.370 0.345 2.646
N -4.398 2.441 1.833
C -3.791 3.677 1.370
H -1.848 0.540 2.839
H -1.790 1.702 1.516
H -2.010 2.269 3.186
H -5.397 2.332 1.762
H -4.163 4.524 1.951
H -4.029 3.852 0.322
H -2.714 3.630 1.478
C -1.275 4.767 -2.299
C -1.936 5.552 -1.192
O -3.150 5.658 -1.109
N -1.124 6.123 -0.263
C 0.325 6.075 -0.185
H -2.050 4.370 -2.946
H -0.615 5.406 -2.887
H -0.695 3.936 -1.895
H -1.625 6.627 0.451
H 0.640 5.612 0.750
H 0.740 7.083 -0.231
H 0.731 5.495 -1.006
C 4.642 -5.937 -5.415
C 4.827 -4.438 -5.324
O 5.514 -3.830 -6.133
N 4.200 -3.801 -4.309
C 3.352 -4.371 -3.274
H 5.202 -6.298 -6.272
H 5.015 -6.429 -4.516
H 3.590 -6.190 -5.545
H 4.360 -2.805 -4.291
H 2.360 -3.922 -3.318
H 3.774 -4.160 -2.291
H 3.263 -5.444 -3.400

[4]
9
Properties=species:S:1:pos:R:3 method="wB97M-V/def2-TZVPD" e_above_lowest_ev=1.296 orbital_gap_ev=8.34 homo_energy_ev=-9.081 largest_force_ev_per_a=0.9 e_tot_ha=-1327.2690
S 3.279 -0.238 0.002
C 1.830 0.477 -0.005
S 0.316 -0.379 -0.003
C -0.821 0.986 -0.002
N -2.091 0.928 0.004
S -3.013 -0.471 0.000
H 1.733 1.579 0.018
H -0.402 1.989 -0.013
H -2.071 -1.427 0.006